[1]
Molecular formula: C4H7NO
Method: DFT, ωB97M-V/def2-TZVPD

```
13
Properties=species:S:1:pos:R:3:mulliken_charge:R:1
C -1.2560 -1.3264 0.1956 -0.86
N -0.1146 -0.6314 -0.3221 -0.19
C 1.0045 -0.3577 0.4822 -0.61
C 0.0179 0.7622 -0.1072 0.23
C 0.7253 1.7791 -0.9210 -0.31
O 0.3976 2.9407 -0.9668 -0.48
H -0.9572 -2.3760 0.2327 0.32
H -2.0670 -1.1900 -0.5175 0.29
H -1.5787 -1.0109 1.2021 0.34
H 1.1361 -0.3087 1.5377 0.29
H 1.8653 -0.9049 0.1045 0.32
H -0.8682 1.2042 0.3806 0.34
H 1.6952 1.4197 -1.3007 0.32
```

Computed properties:
HOMO	-0.3418	Ha
electronic energy	-7796.17018	eV
total charge	0
structure (SMILES)	CN1C[C@H]1C=O
relative energy (zero: lowest compared OMol25 entry of this formula, charge and spin)	335.2	kJ/mol
M	85.11	u
HOMO-LUMO gap	10.186	eV

[2]
Molecular formula: C4H7NO
Method: DFT, ωB97M-V/def2-TZVPD

```
13
Properties=species:S:1:pos:R:3:mulliken_charge:R:1
C 1.5042 0.4893 0.4985 -0.39
C 0.2259 0.1048 0.5967 -0.08
C -0.4338 -1.2423 -0.0276 -0.73
C -0.7508 0.8737 -0.2664 -0.43
H 1.8962 0.2664 -0.5513 0.31
H 0.0381 0.0288 1.4900 0.78
H -1.3555 -1.4577 0.4747 0.29
H 0.1866 -1.9656 -0.0939 0.47
H -1.1566 -0.4389 -1.8122 0.10
H -1.7301 0.9156 0.2511 0.29
H -0.2352 1.7749 -0.6887 0.33
N -0.5104 -0.2298 -1.2273 -0.42
O 2.3214 0.8806 1.3564 -0.53
```

Computed properties:
HOMO	-0.3515	Ha
electronic energy	-7794.27694	eV
total charge	0
structure (SMILES)	O=CC1CNC1
relative energy (zero: lowest compared OMol25 entry of this formula, charge and spin)	517.9	kJ/mol
M	85.11	u
HOMO-LUMO gap	10.417	eV

[3]
Molecular formula: C4H7NO
Method: DFT, ωB97M-V/def2-TZVPD

```
13
Properties=species:S:1:pos:R:3:mulliken_charge:R:1
C -1.7141 -0.3057 0.0727 -0.44
N -1.3290 1.0902 0.2458 -0.62
C -0.6262 0.3010 -0.7588 -0.04
C 0.8054 -0.2228 -0.5672 -0.11
C 1.8537 0.0126 0.4982 -0.30
O 0.9038 -1.0229 0.5924 -0.40
H -1.4202 -1.0205 0.8364 0.21
H -2.7120 -0.4644 -0.3378 0.24
H -0.7360 1.1733 1.0661 0.28
H -0.9073 0.5532 -1.7840 0.39
H 1.2407 -0.5540 -1.5109 0.37
H 2.8663 -0.4231 0.5331 0.24
H 1.7956 0.9221 1.0870 0.18
```

Computed properties:
HOMO	-0.3471	Ha
electronic energy	-7796.06462	eV
total charge	0
structure (SMILES)	C1N[C@H]1[C@H]1CO1
relative energy (zero: lowest compared OMol25 entry of this formula, charge and spin)	345.4	kJ/mol
M	85.11	u
HOMO-LUMO gap	10.554	eV